83
Properties=species:S:1:pos:R:3 method="wB97M-V/def2-TZVPD" relative_energy_ev=0.0000 orbital_gap_ha=0.22141 total_charge=+2 lumo_energy_ev=-6.52
H 5.132 -1.598 -2.690
O -1.204 2.702 -1.568
C -2.465 -1.369 1.569
H -3.436 2.754 0.306
H 6.409 -2.180 -1.583
C 1.868 -1.276 -1.372
O -1.358 0.446 -1.335
C 1.586 0.317 1.264
C 0.830 -2.308 -0.929
H -1.617 3.016 1.945
H -1.534 -0.572 4.551
H 5.948 0.544 -0.180
H 3.228 -1.176 1.145
H -4.581 -0.816 -0.952
H 6.661 -1.857 0.654
C -1.584 2.172 2.647
H 0.932 -2.523 2.458
H 5.372 -2.955 1.247
H -0.561 2.084 3.052
H 5.218 3.183 -0.474
C -4.604 -0.095 -3.585
Hf -0.866 0.584 0.637
H 3.558 3.331 -1.167
H -3.363 -3.117 2.441
H 3.882 3.898 0.517
O -7.251 -0.339 -4.032
C 1.869 0.315 -1.314
H 1.482 1.007 2.112
H 4.873 0.674 -1.587
C 0.814 -2.956 0.253
C 4.140 3.152 -0.248
H 2.618 0.623 -2.062
H -5.591 3.186 -3.891
C 2.217 -0.999 1.646
P 4.526 -1.327 -0.317
H 4.113 2.478 2.545
C -5.404 1.040 -3.848
H -0.720 -1.908 3.681
C 1.522 -2.403 1.525
H -0.107 -3.545 0.516
C -2.912 1.401 -2.744
H -1.626 -3.279 2.125
C -1.736 1.628 -1.852
C 2.166 1.061 0.036
H 2.537 -0.890 2.715
H 1.708 2.082 -0.083
H -4.635 -2.240 0.107
C 5.332 -2.146 -1.768
N -6.822 0.844 -4.003
C 4.920 0.422 -0.526
H 3.935 0.710 2.749
C 4.361 1.495 2.110
H 2.827 -1.708 -0.917
C -3.354 0.085 -3.012
H -0.009 -0.270 3.696
H 1.987 -1.412 -2.463
C -3.438 -0.611 0.857
H -3.276 3.510 -2.857
C -2.170 0.925 2.104
H -4.992 -1.086 -3.815
H -0.056 -2.279 -1.629
H -2.254 2.390 3.487
P 3.820 1.528 0.419
C -2.556 -2.859 1.734
C -4.619 -1.139 0.102
H 5.528 -1.292 1.930
C -4.049 1.910 0.634
H -2.774 -3.368 0.783
C -4.933 2.348 -3.646
C 5.615 -1.902 1.015
H -2.714 -0.759 -2.767
H -4.665 2.245 1.486
O -7.536 1.864 -4.107
C -1.761 -0.498 2.445
H -4.719 1.623 -0.181
H 0.949 0.737 -1.747
H 2.351 -3.146 1.638
H -5.584 -0.795 0.517
C -0.954 -0.836 3.648
C -3.166 0.777 1.026
H 4.946 -3.165 -1.834
C -3.681 2.529 -3.071
H 5.455 1.382 2.081

119
Properties=species:S:1:pos:R:3 method="wB97M-V/def2-TZVPD" orbital_gap_ha="0.23254 / 0.21253" multiplicity=2 lumo_energy_ev="0.40 / 0.40"
C 3.568 -4.335 -0.108
C -0.045 -0.209 -4.605
C -2.199 -0.762 -3.478
H -2.116 7.335 0.234
H -2.128 6.835 3.239
H 1.434 -1.680 -4.046
C -1.975 3.502 0.756
C 0.588 -1.594 -4.729
C 2.737 -5.446 0.061
H 6.219 -5.446 1.709
N 0.519 0.665 1.715
C -4.007 -0.738 3.900
H 1.581 0.790 -5.538
H 1.757 0.693 -3.779
C 1.049 0.852 -4.586
C 0.321 -2.929 -1.936
C 6.094 -0.563 -3.225
H -1.596 0.919 -5.634
H 2.115 -2.965 -3.087
H -0.135 -2.378 -4.495
C 4.810 -4.340 0.530
C 4.878 0.024 -2.902
H 2.987 -0.226 -1.901
C 3.941 -0.683 -2.158
C 5.416 -2.579 -2.092
H -3.300 5.992 2.205
B -2.963 1.727 -0.996
C 1.503 1.758 1.632
H -1.765 3.654 -2.487
H -0.944 5.898 -1.229
C 5.242 -5.452 1.240
N 0.906 -2.037 2.012
C -1.324 4.986 -0.811
H 1.166 2.459 0.873
H 0.909 5.560 1.413
H -0.303 0.313 -6.682
S -2.353 -0.933 0.941
H 0.011 -1.843 3.951
H 1.740 -5.444 -0.367
H -0.339 7.331 0.211
H 4.759 -7.432 1.917
C 2.899 1.198 1.222
C 0.135 5.586 2.184
H 0.117 4.629 2.709
C -6.439 -0.546 3.473
H -5.454 2.580 -0.240
H -5.977 -2.438 1.592
H 7.303 -2.328 -3.076
N -2.148 0.591 -1.736
N 2.848 -0.270 1.096
C -1.726 3.874 -1.433
C 6.358 -1.863 -2.819
H 4.218 -1.350 2.310
H -0.409 1.013 1.443
C -2.304 5.933 2.650
H -1.546 -0.789 -6.094
C -5.701 1.055 1.320
H -5.348 -3.017 3.148
H 5.450 -3.466 0.477
C -0.935 0.073 -5.825
S 0.484 1.150 -1.410
C 4.424 -6.566 1.362
C -5.164 -2.334 2.315
H -4.228 -2.607 1.832
H 5.625 -3.605 -1.818
N -0.934 -0.185 -3.393
C -0.916 0.592 -2.265
H 1.775 -4.487 -2.278
C 1.763 -3.407 -2.159
H -6.437 0.468 3.877
H 4.656 1.034 -3.227
N -2.135 2.953 -0.483
O -0.589 -3.458 -2.534
C 3.177 -1.023 2.331
C 3.164 -6.555 0.780
H 1.267 0.251 3.641
H 2.696 -3.120 2.063
H -3.895 0.317 4.160
H 3.667 1.514 1.934
C -5.115 1.723 0.319
H 3.171 1.596 0.245
C -1.232 5.853 1.562
C 4.199 -1.994 -1.742
C 2.264 -2.251 2.550
C 0.350 0.104 3.076
V 0.890 -0.795 0.173
H 0.953 -1.744 -5.747
C -1.221 7.207 0.844
H 6.829 -0.013 -3.800
N -1.513 4.785 0.557
H 3.083 -0.348 3.179
H -1.018 -1.443 2.556
H 0.489 -2.918 1.734
H -3.668 2.200 -1.863
H 2.223 -2.460 3.623
H -7.265 -0.651 2.767
H -3.053 -1.101 3.523
H -6.650 1.233 1.788
C -5.099 -0.900 2.837
C -3.709 0.085 0.920
H -2.443 -1.511 -4.210
H -1.201 7.998 1.592
C -2.928 -0.292 -2.460
O 0.232 -1.944 -1.089
H -0.450 0.627 3.601
C -0.009 -1.367 2.963
H 0.633 1.855 -4.479
N -3.889 1.132 0.069
H 2.505 -7.407 0.892
H 3.490 -0.556 0.370
H -2.282 5.070 3.305
P 2.840 -2.801 -0.794
H 1.565 2.293 2.581
H -6.613 -1.238 4.297
N -4.835 0.031 1.702
H -4.281 -1.303 4.794
S -2.180 2.709 2.245
H 0.381 6.373 2.900
H -3.945 -0.506 -2.176

10
Properties=species:S:1:pos:R:3 method="wB97M-V/def2-TZVPD" relative_energy_ev=3.0839 orbital_gap_ha=0.38027 smiles="O=C1CNC1" lumo_energy_ev=0.75
C -0.214 0.163 1.052
H 0.929 0.132 -1.547
O 1.596 -1.450 0.240
C 0.686 -0.671 0.042
H -1.279 1.296 -0.092
C 0.044 -0.127 -1.027
H -0.576 -0.732 -1.843
N -0.392 1.015 -0.123
H -1.070 -0.464 1.513
H 0.276 0.837 1.787

12
Properties=species:S:1:pos:R:3 method="wB97M-V/def2-TZVPD" relative_energy_ev=3.1489 orbital_gap_ha=0.31040 total_charge=+1 lumo_energy_ev=-6.94
H 0.485 -2.195 0.137
H 0.394 2.254 0.041
H 2.872 -0.987 -0.073
H -2.257 1.011 -0.507
N -0.428 0.335 0.058
N 0.801 -1.248 0.024
C -1.803 0.147 -0.006
C 0.539 1.173 0.022
C 1.874 -0.555 -0.021
N 1.801 0.768 -0.025
H -2.035 -0.720 -0.636
H -2.244 0.016 0.986

57
Properties=species:S:1:pos:R:3 method="wB97M-V/def2-TZVPD" relative_energy_ev=0.0000 orbital_gap_ha=0.33097 smiles="Cc1ccccc1NC(=O)N1[C@@H]2CCC[C@H]1C[C@H](NC(=O)C(C)(C)C)C2" lumo_energy_ev=0.52
C 3.366 4.307 -0.896
C -2.230 -2.994 -0.129
N -1.639 -1.796 0.077
C 2.176 3.625 -0.667
H 1.195 0.452 2.817
H -0.314 2.604 -1.140
H -2.160 -0.945 -0.058
H 2.139 7.377 -1.552
C -4.213 -4.343 -0.775
C 0.952 4.288 -0.799
H 3.149 -0.878 2.860
C -3.851 -2.109 -1.834
H -4.214 -1.241 0.766
C 2.156 6.325 -1.311
H 3.948 -1.194 0.230
C 3.360 5.650 -1.217
H 4.304 3.774 -0.815
C 0.971 5.642 -1.108
H -5.573 -2.278 0.338
C -0.253 -1.665 0.479
H -3.584 -1.064 -1.693
H -4.087 -4.939 0.125
N 1.828 0.338 0.866
O 1.075 2.348 1.597
C 2.971 -1.673 0.124
H 0.669 -1.813 -1.467
H -5.265 -4.333 -1.050
H -4.381 -2.829 1.516
H 3.080 1.801 -0.692
C 2.247 -1.391 2.517
C 1.269 -0.316 2.038
C -3.708 -2.919 -0.540
H -3.644 -4.817 -1.571
H 3.037 -2.392 -0.693
C -4.515 -2.272 0.591
H 1.816 -1.915 3.370
C 1.652 1.692 0.753
H 1.837 -3.112 1.271
H -4.883 -2.148 -2.177
C 2.635 -2.390 1.429
C -0.350 3.570 -0.637
H 4.293 6.168 -1.388
O -1.631 -4.040 0.010
N 2.231 2.248 -0.377
C -0.156 -0.798 1.736
H -0.541 3.387 0.420
C 1.965 -0.576 -0.250
H 2.374 -0.039 -1.112
H 0.064 -2.689 0.686
H 0.027 -0.214 -1.073
C 0.571 -1.075 -0.670
H -3.215 -2.525 -2.612
H -1.166 4.158 -1.049
H 3.510 -2.955 1.758
H -0.769 0.097 1.589
H -0.554 -1.341 2.594
H 0.031 6.167 -1.203

13
Properties=species:S:1:pos:R:3 method="wB97M-V/def2-TZVPD" relative_energy_ev=3.0507 orbital_gap_ha=0.37753 smiles="O=CC1(C=O)CC1" lumo_energy_ev=0.61
O -2.130 0.869 -1.020
C 0.847 -1.376 -0.330
C 0.551 1.131 0.176
O 1.789 -1.347 0.464
H 0.302 -0.155 1.939
H -1.494 -0.867 -1.827
C -0.135 -0.190 -0.243
C -0.235 0.406 1.179
H 1.634 1.076 0.238
H -1.214 0.793 1.451
H 1.306 -2.323 -0.671
H 0.127 2.032 -0.262
C -1.348 -0.050 -1.095

11
Properties=species:S:1:pos:R:3 method="wB97M-V/def2-TZVPD" relative_energy_ev=4.6209 orbital_gap_ha=0.32414 lumo_energy_ev=0.04
C -1.097 0.175 -0.956
H 1.830 -0.659 1.700
H 2.689 -1.703 0.611
S -1.349 2.074 -1.169
H -0.831 2.428 0.459
N 0.673 -1.221 0.027
H -2.114 -0.038 -0.763
H -1.034 -0.260 -1.996
C -0.107 -0.152 0.191
H -0.400 0.779 1.023
N 1.739 -1.423 0.872

10
Properties=species:S:1:pos:R:3 method="wB97M-V/def2-TZVPD" relative_energy_ev=5.4136 orbital_gap_ha="0.27525 / 0.27995" lumo_energy_ev="-0.72 / -0.93"
C 0.049 -0.136 0.243
C -0.437 1.338 -1.390
H -1.058 2.117 -1.779
I -1.668 -1.948 1.979
O 0.678 0.989 -2.021
H 0.535 -0.410 2.248
C 0.224 -0.983 1.372
H 0.914 -1.803 1.186
N 1.455 0.108 -1.606
N -0.693 0.729 -0.233

12
Properties=species:S:1:pos:R:3 method="wB97M-V/def2-TZVPD" relative_energy_ev=2.9052 orbital_gap_ha=0.40068 smiles=C1OCC12CO2 lumo_energy_ev=0.97
H -0.846 -1.278 -1.540
C -0.866 -1.002 -0.479
H -0.788 1.832 -0.183
H 1.979 1.188 0.157
H -1.047 1.101 1.441
H -1.031 -1.899 0.132
H 2.284 -0.371 -0.774
O -1.847 0.013 -0.204
O 1.161 -0.545 1.052
C 0.228 -0.107 0.099
C 1.647 0.175 -0.081
C -0.874 0.894 0.379

72
Properties=species:S:1:pos:R:3 method="wB97M-V/def2-TZVPD" relative_energy_ev=0.0000 orbital_gap_ha=0.34828 smiles="NC(N)=O.NC(N)=O.NC(N)=O.CC(C)O.CC(C)O.CC(C)O.CO.CO" lumo_energy_ev=0.32
O 3.949 1.888 3.387
C 3.003 1.079 3.415
H -2.309 4.083 2.963
H -0.077 -1.108 -2.898
C -3.551 0.874 -1.899
O 2.508 1.562 -0.278
O -0.788 -4.111 -3.670
C 2.832 -4.186 -1.418
H 0.649 1.641 -0.681
H -0.003 -1.697 4.405
C -0.437 0.200 0.160
H 1.662 -2.695 2.309
O 0.528 -1.530 3.620
N 0.097 -2.086 -3.024
H -4.371 0.614 -3.835
H 1.831 2.146 -2.711
H -2.939 -2.727 -3.766
H -1.478 2.057 4.150
H -3.145 1.466 4.287
H 0.202 -3.454 2.955
H 3.823 -1.568 -0.609
H 4.517 -3.367 -2.348
H -4.631 -1.024 -2.004
O 2.902 -2.989 -3.552
C -2.972 3.215 3.036
O -2.293 0.392 -2.344
H -0.062 -0.616 -0.474
H -2.623 2.941 5.169
H -5.305 1.759 -2.844
C -2.523 2.359 4.253
C -4.330 -0.283 -1.259
H 1.062 -2.384 -3.018
H 3.004 3.388 -2.793
N 4.091 3.164 -0.644
H 3.931 -0.983 -2.224
C -0.935 -2.923 -3.392
C 3.460 -3.083 -2.245
H -3.199 1.475 1.771
C 3.100 2.331 -1.047
H 1.796 -0.221 2.523
H -1.495 -0.054 0.223
H 2.896 -5.153 -1.916
H 3.386 -4.250 -0.476
H -3.038 2.982 0.834
O -4.344 3.513 3.275
H 4.494 3.144 0.277
C 3.401 -1.708 -1.602
O -0.293 1.408 -0.577
H 0.025 0.104 1.137
H -3.520 1.674 -1.154
H 4.531 3.777 -1.301
H -5.293 0.005 -0.829
H 1.811 -3.969 -1.095
H 1.598 -3.291 3.995
N -2.135 -2.290 -3.356
H -1.608 0.666 -1.705
H -4.363 4.144 4.000
C -2.729 2.464 1.742
N 2.609 2.617 -2.291
H -1.670 2.247 1.592
C -4.302 1.424 -3.106
C 1.042 -2.798 3.195
N 2.523 0.620 4.602
H -3.740 -0.733 -0.461
H 2.349 -1.408 -1.595
H -2.205 -1.339 -3.015
H 2.939 0.923 5.457
H 1.744 -0.018 4.556
H -3.727 2.239 -3.545
H 2.692 0.733 1.386
H 3.026 -3.823 -4.014
N 2.419 0.549 2.344

53
Properties=species:S:1:pos:R:3 method="wB97M-V/def2-TZVPD" relative_energy_ev=0.0000 orbital_gap_ha=0.27600 total_charge=+1 lumo_energy_ev=-3.41
H 0.279 -3.307 0.560
C 3.253 -2.095 -0.669
H 0.395 -4.514 2.722
C 1.307 2.459 -3.274
H 1.518 2.528 -4.331
N 1.002 -1.531 1.311
C 5.510 -1.365 -1.053
C 1.137 -2.781 3.776
H 1.194 -3.264 4.742
H 0.814 4.301 -0.481
N -1.576 -0.662 -1.808
H -4.015 0.952 2.391
H 5.800 0.758 -1.081
C -1.960 -0.765 0.293
C 1.491 -1.450 3.640
N -2.842 -0.582 -1.675
Ni 0.986 -0.633 -0.442
Se 2.027 0.965 2.242
H 1.815 -0.866 4.490
N -3.110 -0.640 -0.361
C 1.162 1.218 -2.681
C -4.916 0.906 0.400
C 1.188 3.589 -2.485
C 5.083 -0.046 -0.971
H 6.554 -1.590 -1.225
H -5.110 -1.010 -0.622
C 4.591 -2.391 -0.908
C 1.423 -0.856 2.387
C 3.743 0.245 -0.751
H -1.858 -0.835 1.361
C 2.802 -0.775 -0.598
N -0.990 -0.780 -0.595
H -4.461 2.531 1.753
C 0.911 3.444 -1.132
Se 0.211 1.981 1.223
H -4.535 -1.134 1.045
C -4.939 1.746 -0.872
C -4.058 1.556 1.481
H 1.314 4.576 -2.909
C 0.764 2.167 -0.618
H -3.036 1.718 1.129
C -4.489 -0.536 0.135
H 2.556 -2.919 -0.550
H -5.547 1.286 -1.652
H 3.446 1.286 -0.693
H -5.349 2.734 -0.663
C 0.688 -3.476 2.663
H 4.913 -3.422 -0.973
H 1.265 0.305 -3.250
C 0.628 -2.809 1.455
H -5.939 0.821 0.778
H -3.934 1.883 -1.275
N 0.894 1.079 -1.379

Looking at max |F| for the records above, in order, we have 7.39 2.83 8.94 4.91 0.62 4.13 4.91 3.66 0.36 2.95 1.27 eV/Å.